No. 1
{
  "formula": "C3H3NO2",
  "method": "wB97M-V/def2-TZVPD",
  "species": ["O", "C", "O", "C", "C", "N", "H", "H", "H"],
  "coordinates": [[-1.472, 0.478, 0.732], [-0.957, -0.514, 1.354], [-0.050, -0.937, 0.564], [-0.435, 0.213, -0.301], [2.495, 0.118, -1.786], [1.837, 0.845, -1.126], [-1.212, -0.880, 2.341], [-0.902, -0.181, -1.204], [0.696, 0.858, -0.573]],
  "nbo_charge": [-0.39, 0.61, -0.38, 0.09, 0.12, -0.80, 0.21, 0.19, 0.34],
  "gap_ev": 8.5,
  "de_lowest_kcal_mol": 136.3,
  "total_energy_ha": -321.1604,
  "spin_multiplicity": 1
}

No. 2
{
  "formula": "CHNO2S",
  "method": "wB97M-V/def2-TZVPD",
  "species": ["C", "N", "O", "O", "S", "H"],
  "coordinates": [[0.027, 0.852, -0.052], [-0.743, -0.134, -0.392], [0.171, 1.972, 0.288], [1.332, -1.417, 0.745], [0.951, -0.738, -0.479], [-1.738, -0.534, -0.110]],
  "nbo_charge": [0.57, -0.80, -0.51, -0.90, 1.20, 0.44],
  "gap_ev": 9.3,
  "de_lowest_kcal_mol": 23.0,
  "total_energy_ha": -642.0539,
  "spin_multiplicity": 1
}

Which formula does entry 1 have? C3H3NO2

Copy entry 2 word for word.
{
  "formula": "CHNO2S",
  "method": "wB97M-V/def2-TZVPD",
  "species": ["C", "N", "O", "O", "S", "H"],
  "coordinates": [[0.027, 0.852, -0.052], [-0.743, -0.134, -0.392], [0.171, 1.972, 0.288], [1.332, -1.417, 0.745], [0.951, -0.738, -0.479], [-1.738, -0.534, -0.110]],
  "nbo_charge": [0.57, -0.80, -0.51, -0.90, 1.20, 0.44],
  "gap_ev": 9.3,
  "de_lowest_kcal_mol": 23.0,
  "total_energy_ha": -642.0539,
  "spin_multiplicity": 1
}